# 1
Formula: C37H77N3O22S2
Source: the OMol25 dataset
Level of theory: wB97M-V/def2-TZVPD

Structure (ORCA input):
```
! wB97M-V def2-TZVPD RIJCOSX def2/J DEFGRID3
* xyz -1 2
C 3.453 3.135 1.401
C 4.144 4.454 1.481
O 3.558 5.438 1.873
N 5.469 4.469 1.245
C 6.473 5.573 1.348
H 2.538 3.305 0.835
H 3.045 2.838 2.367
H 3.943 2.246 1.005
H 5.867 3.571 1.011
H 6.704 6.062 0.402
H 7.364 5.125 1.787
H 6.105 6.242 2.125
C -4.423 -1.759 4.176
C -4.522 -1.231 2.777
O -4.981 -2.002 1.909
N -4.336 0.140 2.692
C -4.718 0.850 1.454
H -3.990 -2.752 4.301
H -5.397 -1.750 4.666
H -3.663 -1.176 4.696
H -3.618 0.573 3.255
H -3.923 1.070 0.742
H -5.125 1.784 1.840
H -5.465 0.236 0.951
C 2.807 -5.066 3.860
C 2.911 -4.026 2.829
O 1.972 -3.496 2.331
N 4.132 -3.689 2.499
C 4.393 -2.393 1.886
H 1.761 -5.196 4.139
H 3.444 -4.747 4.685
H 3.222 -6.024 3.547
H 4.932 -4.093 2.964
H 3.529 -1.801 1.585
H 5.144 -2.402 1.096
H 4.670 -1.679 2.661
C -4.793 -2.742 -1.649
C -3.826 -1.583 -1.411
O -3.174 -1.305 -2.648
C -2.058 -1.992 -3.036
O -1.272 -2.616 -2.250
O -1.784 -1.604 -4.313
C -0.848 -2.089 -5.202
H -5.552 -2.742 -0.866
H -4.472 -3.781 -1.588
H -5.484 -2.483 -2.452
H -3.229 -1.573 -0.499
H -4.402 -0.661 -1.333
H -0.555 -1.272 -5.861
H -1.163 -2.933 -5.817
H -0.031 -2.480 -4.596
C -0.566 -1.259 1.711
C -1.086 -0.201 0.783
O -0.202 0.845 0.600
C -0.159 1.416 -0.601
O -1.044 1.317 -1.436
O 0.771 2.360 -0.536
C 0.978 3.148 -1.730
H 0.260 -1.857 1.325
H -1.325 -2.025 1.871
H -0.370 -0.957 2.740
H -2.018 0.185 1.195
H -1.193 -0.707 -0.176
H 0.033 3.400 -2.211
H 1.477 2.498 -2.449
H 1.447 4.086 -1.431
C -2.177 -4.933 2.812
C -0.832 -5.028 2.116
O -0.551 -6.344 1.772
C -0.177 -7.234 2.668
O -0.206 -7.089 3.857
O 0.216 -8.372 2.043
C 0.895 -9.430 2.718
H -2.610 -3.983 2.499
H -2.080 -4.908 3.897
H -2.994 -5.643 2.680
H -0.192 -4.594 2.884
H -0.713 -4.303 1.310
H 0.496 -9.575 3.722
H 1.982 -9.369 2.677
H 0.731 -10.332 2.129
C 1.849 -1.600 -1.520
C 1.825 -3.135 -1.315
O 3.159 -3.595 -0.955
C 4.088 -3.867 -1.887
O 3.972 -4.327 -2.981
O 5.341 -3.637 -1.368
C 6.459 -3.858 -2.180
H 2.210 -1.407 -2.530
H 2.380 -1.281 -0.624
H 0.907 -1.054 -1.569
H 1.324 -3.612 -2.157
H 1.199 -3.431 -0.473
H 6.525 -4.788 -2.744
H 7.331 -3.637 -1.564
H 6.469 -2.954 -2.790
C -1.669 5.058 -7.073
C -2.275 3.647 -7.069
O -1.328 2.686 -7.151
C -0.534 2.390 -6.125
O -0.458 3.061 -5.109
O 0.272 1.324 -6.487
C 1.562 0.978 -5.931
H -0.937 5.107 -7.879
H -1.175 5.306 -6.133
H -2.408 5.834 -7.272
H -3.088 3.539 -7.788
H -2.845 3.561 -6.144
H 1.966 0.029 -6.285
H 1.569 1.016 -4.841
H 2.211 1.838 -6.098
C 0.946 2.711 5.497
C 0.926 3.901 4.432
C -0.263 3.780 3.455
S -1.389 2.478 4.222
O -2.168 1.750 3.169
O -1.991 3.280 5.259
C 0.075 1.549 5.020
H 0.556 2.938 6.489
H 2.000 2.452 5.596
H 1.801 3.775 3.795
H 1.102 4.825 4.984
H 0.132 3.280 2.571
H -0.844 4.662 3.185
H 0.674 0.966 4.321
H -0.286 0.795 5.719
C -2.844 5.041 -0.278
C -1.662 5.701 -1.005
C -1.947 5.607 -2.538
S -3.641 5.167 -2.827
O -3.713 4.178 -3.951
O -4.583 6.306 -2.727
C -3.551 4.106 -1.226
H -3.495 5.790 0.174
H -2.302 4.469 0.475
H -0.750 5.204 -0.674
H -1.590 6.746 -0.703
H -1.395 4.837 -3.077
H -1.770 6.529 -3.092
H -2.976 3.246 -1.570
H -4.516 3.658 -0.991
*
```

Its highest occupied orbital energy (spin up / spin down) is 0.26 / -7.47 eV. As for the gap between HOMO and LUMO (spin up / spin down): 1.911 / 9.596 eV.



# 2
Formula: C6H9N
Source: the OMol25 dataset
Level of theory: wB97M-V/def2-TZVPD

Structure (ORCA input):
```
! wB97M-V def2-TZVPD RIJCOSX def2/J DEFGRID3
* xyz 0 1
C -2.701 -1.678 -1.137
C -1.816 -0.731 -0.458
C -1.087 0.051 0.098
C -0.187 1.032 0.716
N 1.117 0.454 1.026
C 2.250 1.339 0.824
C 1.978 0.225 -0.117
H -3.417 -1.151 -1.777
H -3.267 -2.278 -0.418
H -2.126 -2.362 -1.770
H -0.098 1.899 0.034
H -0.620 1.406 1.651
H 3.049 1.269 1.558
H 2.047 2.349 0.464
H 1.594 0.484 -1.104
H 2.570 -0.687 -0.081
*
```

Its highest occupied orbital energy is -9.17 eV. For the relative energy (zero: lowest compared OMol25 entry of this formula, charge and spin), the calculation gives 73.0 kcal/mol. The structure (SMILES) is CC#CCN1CC1. As for the gap between HOMO and LUMO: 10.243 eV.